Record 1
Formula: C12H13N2O
Source: the Open Molecules 2025 dataset
Level of theory: the ωB97M-V functional and the def2-TZVPD basis

The calculation puts the HOMO energy at -12.275 eV. Its spin multiplicity is 1. The SMILES is C=C(O/C=C\C)[n+]1ccn2ccccc21. Its HOMO-LUMO gap is 8.51 eV. As for the net charge: +1.

Each line ends with the natural charge from an NBO analysis.
Cartesian coordinates (Å):
C (0.66609, -1.94216, 0.76806)  -0.474
C (1.21167, -0.73811, 0.64227)  0.466
O (2.44289, -0.42572, 0.19139)  -0.501
C (2.93787, -1.12062, -0.89931)  0.105
C (2.20219, -1.45379, -1.94729)  -0.235
C (0.75316, -1.13066, -2.08448)  -0.649
N (0.58553, 0.43995, 1.15516)  -0.355
C (1.26635, 1.42775, 1.81148)  0.023
C (0.40062, 2.42942, 2.10614)  -0.081
N (-0.82545, 2.06215, 1.61519)  -0.271
C (-2.00302, 2.73179, 1.62635)  0.049
C (-3.09880, 2.16521, 1.04420)  -0.226
C (-3.00484, 0.89955, 0.43818)  -0.127
C (-1.80847, 0.22453, 0.42125)  -0.239
C (-0.70594, 0.82886, 1.02857)  0.392
H (1.19151, -2.80589, 0.40905)  0.247
H (-0.28740, -2.08783, 1.23598)  0.226
H (3.99745, -1.29497, -0.81141)  0.215
H (2.67393, -1.98318, -2.75806)  0.237
H (0.50391, -1.04432, -3.14124)  0.239
H (0.50227, -0.18685, -1.60238)  0.197
H (0.13090, -1.92504, -1.66766)  0.225
H (2.31450, 1.33403, 2.01443)  0.267
H (0.56930, 3.35540, 2.61721)  0.258
H (-2.01234, 3.70065, 2.09981)  0.244
H (-4.03559, 2.69651, 1.04387)  0.256
H (-3.88090, 0.46182, -0.01430)  0.250
H (-1.70489, -0.73625, -0.05256)  0.259

Record 2
Formula: C12H13N2P
Source: the Open Molecules 2025 dataset
Level of theory: the ωB97M-V functional and the def2-TZVPD basis

The calculation puts the HOMO energy at -7.737 eV. Its spin multiplicity is 1. Its HOMO-LUMO gap is 8.10 eV. As for the net charge: 0.

Each line ends with the natural charge from an NBO analysis.
Cartesian coordinates (Å):
C (-0.71677, 2.37363, 0.71137)  0.274
C (-4.12624, -1.16990, -0.11163)  -0.196
C (-3.54327, -0.66358, -1.30217)  -0.202
C (-3.40832, -1.28248, 1.07318)  -0.218
C (-2.26879, -0.15536, -1.10907)  -0.169
C (-2.14072, -0.76774, 1.16311)  -0.173
C (-1.49420, -0.36099, -0.00885)  -0.090
C (0.20961, 1.39886, 0.50204)  -0.380
C (-0.09337, 0.14450, -0.04082)  0.317
C (1.64242, 1.84495, 0.37654)  -0.597
C (3.27906, -0.05127, -1.69048)  -1.025
C (3.10278, -0.79245, 1.28457)  -0.957
N (-1.42162, 3.25607, 0.83629)  -0.359
N (0.92438, -0.74505, -0.35732)  -1.007
P (2.32341, -0.00377, -0.19999)  1.692
H (-5.12695, -1.47512, -0.14532)  0.204
H (-4.05678, -0.68452, -2.15456)  0.208
H (-3.95725, -1.85549, 1.95890)  0.219
H (-1.74226, 0.38627, -1.93340)  0.205
H (-1.53611, -0.67544, 2.01806)  0.215
H (1.77863, 2.62855, -0.49856)  0.234
H (2.26333, 2.09331, 1.22548)  0.227
H (4.29579, -0.28944, -1.49590)  0.249
H (2.87892, -0.99544, -2.10911)  0.275
H (3.30840, 0.75343, -2.48413)  0.282
H (3.68852, -0.10824, 1.87832)  0.248
H (2.13592, -1.14975, 1.64742)  0.275
H (3.80149, -1.65354, 0.96603)  0.251

Record 3
Formula: C12H13N2S4Ti
Source: the Open Molecules 2025 dataset
Level of theory: the ωB97M-V functional and the def2-TZVPD basis

The calculation puts the HOMO energy at -10.827 eV. Its spin multiplicity is 1. Its HOMO-LUMO gap is 5.85 eV. As for the net charge: +1.

Each line ends with the natural charge from an NBO analysis.
Cartesian coordinates (Å):
Ti (-1.12465, 1.00070, 0.73288)  0.830
C (-1.43726, 0.96343, -1.65030)  -0.258
C (-2.36903, 1.82702, -1.02838)  -0.285
C (-3.18038, 1.04771, -0.17098)  -0.296
C (-2.73177, -0.30133, -0.25976)  -0.261
C (-1.64995, -0.34501, -1.17092)  -0.318
H (-0.76525, 1.24672, -2.44893)  0.251
H (-2.49794, 2.87923, -1.26253)  0.273
H (-4.07521, 1.39482, 0.33794)  0.285
H (-3.20397, -1.16006, 0.20825)  0.274
H (-1.17387, -1.24145, -1.55127)  0.253
S (-3.14275, 1.50225, 4.67558)  0.119
C (-2.24864, 1.30572, 3.32819)  -0.533
S (-1.56293, 2.58895, 2.35879)  0.082
S (-1.86144, -0.24004, 2.63224)  -0.019
C (3.14468, -1.18210, -2.46588)  -0.674
C (2.46698, -0.70787, -1.24077)  0.370
C (2.14566, -1.49471, -0.15492)  -0.347
C (1.32855, -0.98564, 0.86922)  0.426
N (0.76981, 0.23261, 0.73299)  -0.591
C (1.24839, 1.07339, -0.22007)  0.266
S (0.74241, 2.66298, -0.18777)  0.073
N (2.09007, 0.59635, -1.18456)  -0.528
C (1.10283, -1.74118, 2.11842)  -0.689
H (3.58231, -2.16231, -2.30965)  0.261
H (3.91300, -0.48619, -2.79679)  0.255
H (2.41842, -1.26556, -3.27792)  0.266
H (2.49359, -2.51218, -0.08623)  0.261
H (2.39159, 1.24329, -1.90665)  0.451
H (1.34148, -2.79325, 1.99958)  0.244
H (0.08486, -1.62390, 2.49449)  0.279
H (1.76044, -1.32236, 2.88570)  0.280

Record 4
Formula: C12H13NO5
Source: the Open Molecules 2025 dataset
Level of theory: the ωB97M-V functional and the def2-TZVPD basis

The calculation puts the HOMO energy at -7.654 eV. Its spin multiplicity is 1. Its HOMO-LUMO gap is 8.20 eV. As for the net charge: 0.

Each line ends with the natural charge from an NBO analysis.
Cartesian coordinates (Å):
O (-3.63984, -0.49849, -1.64927)  -0.564
C (-3.61212, -0.60162, -0.54274)  0.666
O (-4.43651, -1.36614, 0.03539)  -0.675
H (-5.02905, -2.00412, -0.62535)  0.497
C (-2.93768, 0.01678, 0.31180)  -0.436
H (-2.23396, -0.56826, 0.86914)  0.293
H (-3.69480, 0.29912, 1.48173)  0.209
C (-2.39728, 1.48150, -0.27981)  -0.365
H (-1.88055, 1.21091, -1.15506)  0.234
C (-1.42657, 2.19782, 0.79680)  -0.574
C (-0.06074, 2.38961, 0.41842)  0.755
O (0.53994, 3.27475, 0.03649)  -0.480
N (0.49752, 0.72739, 0.25870)  -0.605
C (1.74412, 0.52799, 0.04978)  0.235
C (2.73633, 1.27952, -0.52945)  -0.317
C (3.91020, 0.76367, -0.63236)  -0.105
C (4.26868, -0.73236, -0.66110)  -0.291
C (3.20023, -1.48364, -0.22762)  -0.186
C (2.07967, -0.84428, -0.00396)  -0.181
C (0.92273, -1.86299, 0.60343)  0.794
O (-0.22155, -1.63490, 0.77212)  -0.672
O (1.22687, -3.09198, 0.59608)  -0.660
H (0.61399, -3.64640, 0.79020)  0.483
H (3.35407, -2.44237, -0.09492)  0.220
H (5.19883, -0.78475, -1.23571)  0.234
H (4.84000, 1.49955, -1.08452)  0.194
H (2.56298, 2.16981, -0.43881)  0.206
H (-0.13022, 0.32900, 0.61043)  0.364
H (-1.82781, 3.26002, 0.93973)  0.242
H (-1.52535, 1.80973, 1.89063)  0.256
H (-3.18961, 2.21091, -0.52542)  0.228

Record 5
Formula: C12H13NOS
Source: the Open Molecules 2025 dataset
Level of theory: the ωB97M-V functional and the def2-TZVPD basis

The calculation puts the HOMO energy at -9.076 eV. Its spin multiplicity is 1. The SMILES is C#C[C@H](c1ccccc1)[C@@](C)(S)C(N)=O. Its HOMO-LUMO gap is 9.64 eV. As for the net charge: 0.

Each line ends with the natural charge from an NBO analysis.
Cartesian coordinates (Å):
C (0.87689, 2.92094, -0.54981)  -0.212
C (0.82186, 1.73225, -0.51417)  -0.030
C (0.45570, 0.32307, -0.66403)  -0.318
C (-1.01389, 0.18241, -0.37887)  -0.019
C (-1.65290, -0.86913, -1.10398)  -0.220
C (-2.93280, -1.09335, -0.80626)  -0.210
C (-3.65783, -0.35986, 0.13520)  -0.219
C (-3.06854, 0.72855, 0.73266)  -0.183
C (-1.67877, 1.01090, 0.49190)  -0.207
C (1.44265, -0.46152, 0.44468)  -0.143
C (1.20788, 0.00351, 1.86635)  -0.642
S (1.35689, -2.33535, 0.31293)  -0.031
C (2.91066, -0.30061, 0.00552)  0.653
N (3.29086, -1.06393, -1.14549)  -0.846
O (3.66054, 0.42483, 0.60995)  -0.561
H (1.10047, 3.98743, -0.32870)  0.251
H (0.88189, -0.04510, -1.63335)  0.241
H (-1.01858, -1.54617, -1.78331)  0.227
H (-3.68114, -1.78755, -1.29253)  0.219
H (-4.69410, -0.67921, 0.31610)  0.218
H (-3.58315, 1.45039, 1.40837)  0.218
H (-1.32933, 1.90834, 0.83245)  0.227
H (0.38025, -0.42611, 2.26767)  0.220
H (2.11353, -0.32642, 2.35673)  0.238
H (1.15936, 1.10908, 1.96508)  0.232
H (0.06287, -2.43524, 0.01704)  0.124
H (2.53731, -1.24759, -1.82544)  0.380
H (4.05140, -0.80455, -1.73667)  0.395

Record 6
Formula: C12H13NOS
Source: the Open Molecules 2025 dataset
Level of theory: the ωB97M-V functional and the def2-TZVPD basis

The calculation puts the HOMO energy at -9.146 eV. Its spin multiplicity is 1. The SMILES is C/N=C(\c1ccccc1)[C@@]1(C)CSC1=O. Its HOMO-LUMO gap is 9.83 eV. As for the net charge: 0.

Each line ends with the natural charge from an NBO analysis.
Cartesian coordinates (Å):
C (0.58982, 2.23025, -1.56426)  -0.454
N (-0.58019, 1.76386, -0.86005)  -0.404
C (-0.52203, 0.69572, -0.25571)  0.323
C (0.65360, -0.21670, -0.24900)  -0.127
C (1.71411, 0.28904, 0.56705)  -0.186
C (2.84702, -0.43607, 0.78434)  -0.225
C (2.99993, -1.57939, 0.02732)  -0.191
C (2.00433, -2.01036, -0.85534)  -0.203
C (0.89193, -1.28439, -1.04168)  -0.201
C (-1.72395, 0.17390, 0.51738)  -0.203
C (-1.26327, -0.49094, 1.83142)  -0.605
C (-3.02313, 1.13260, 0.49180)  -0.487
S (-4.14174, -0.08246, -0.23271)  0.153
C (-2.51782, -0.89579, -0.22358)  0.493
O (-2.37630, -1.97654, -0.70350)  -0.536
H (0.27725, 3.08084, -2.25543)  0.206
H (1.44969, 2.62818, -0.99223)  0.209
H (1.00176, 1.41160, -2.15907)  0.200
H (1.64695, 1.26946, 1.02130)  0.213
H (3.70953, -0.08485, 1.30601)  0.219
H (3.84683, -2.21903, 0.19837)  0.210
H (2.18007, -2.84673, -1.47544)  0.214
H (0.12863, -1.82154, -1.69898)  0.242
H (-2.06773, -0.48830, 2.46914)  0.219
H (-0.38149, 0.06966, 2.26756)  0.226
H (-0.99463, -1.61458, 1.79847)  0.241
H (-3.54116, 1.34905, 1.37555)  0.217
H (-2.80798, 1.95351, -0.08872)  0.238

Record 7
Formula: C12H13NS
Source: the Open Molecules 2025 dataset
Level of theory: the ωB97M-V functional and the def2-TZVPD basis

The calculation puts the HOMO energy at -7.946 eV. Its spin multiplicity is 1. Its HOMO-LUMO gap is 7.77 eV. As for the net charge: 0.

Each line ends with the natural charge from an NBO analysis.
Cartesian coordinates (Å):
C (-2.33940, 1.14073, 0.12138)  0.240
C (2.47940, -0.13219, 0.29367)  -0.252
C (1.87979, -0.82089, -0.86835)  -0.213
C (1.96034, 0.69749, 1.17598)  -0.106
C (0.72965, -0.69114, -1.55963)  -0.229
C (0.36439, 2.22225, -0.07830)  -0.134
C (-0.04328, 1.73376, -1.26092)  -0.225
C (-0.44306, 0.16771, 1.33827)  -0.441
C (0.53897, 1.32251, 1.11811)  -0.326
C (-0.33620, 0.31650, -1.45647)  -0.220
C (-1.47516, -0.01189, 0.25888)  -0.258
C (-1.72412, -2.79672, 0.16323)  -0.768
N (-2.87880, 2.15339, -0.03613)  -0.313
S (-2.67977, -1.29101, 0.25679)  0.312
H (3.53491, -0.45583, 0.53299)  0.213
H (2.69202, -1.44815, -1.25075)  0.218
H (2.53475, 0.93994, 2.01277)  0.201
H (0.58793, -1.28658, -2.55735)  0.232
H (0.97162, 3.19730, 0.04913)  0.223
H (-0.16577, 2.31006, -2.17709)  0.220
H (0.16644, -0.75871, 1.38898)  0.228
H (-0.95766, 0.26087, 2.24241)  0.227
H (0.55617, 1.99847, 1.93295)  0.226
H (-1.22123, 0.44633, -2.11623)  0.245
H (-2.34469, -3.52079, -0.35558)  0.236
H (-1.57663, -3.18887, 1.20133)  0.223
H (-0.81059, -2.50454, -0.37005)  0.240

Record 8
Formula: C12H13O3
Source: the Open Molecules 2025 dataset
Level of theory: the ωB97M-V functional and the def2-TZVPD basis

The calculation puts the HOMO energy at -2.408 eV. Its spin multiplicity is 1. Its HOMO-LUMO gap is 5.97 eV. As for the net charge: -1.

Each line ends with the natural charge from an NBO analysis.
Cartesian coordinates (Å):
C (-3.22398, -0.74732, 0.01675)  -0.517
C (-4.67725, -0.44903, -0.27989)  0.798
C (-2.66073, -1.89040, 0.23555)  0.787
C (1.68836, -2.26044, -0.18034)  -0.432
C (0.58113, -2.07258, -1.22127)  -0.434
C (1.78181, 1.40893, -0.22871)  -0.440
C (0.60284, 1.19462, -1.09611)  -0.398
C (-2.96705, 0.76367, -0.39132)  0.164
C (-0.04019, -0.42727, 0.99668)  -0.578
C (0.68361, -1.15679, -0.04295)  -0.096
C (0.74453, 0.31808, 0.02130)  -0.109
C (-2.43600, 1.67930, 0.64879)  -0.687
O (-2.32165, -3.01133, 0.47377)  -0.484
O (-5.72565, -1.03471, -0.15623)  -0.600
O (-4.46459, 0.86938, -0.71110)  -0.536
H (1.65636, -3.11980, 0.59977)  0.194
H (2.79314, -2.15213, -0.52417)  0.178
H (0.78974, -1.59216, -2.11927)  0.192
H (-0.35204, -2.83211, -1.19702)  0.193
H (2.78331, 1.24716, -0.76140)  0.179
H (1.88257, 2.24257, 0.51444)  0.196
H (-0.26156, 1.98671, -1.31319)  0.165
H (0.86960, 0.72144, -2.01034)  0.184
H (-2.47868, 0.84562, -1.44866)  0.202
H (0.39218, -0.59321, 2.04824)  0.172
H (-1.53160, 1.27225, 1.02377)  0.294
H (-3.06268, 1.86475, 1.50379)  0.213
H (-2.23293, 2.65768, 0.25874)  0.202